(1)
{"formula": "C14H8F5N5OPtS2", "method": "ωB97M-V with the def2-TZVPD basis set", "homo_lumo_gap_ev": 6.18, "total_energy_ev": -62632.0907, "fmax_ev_per_a": 3.7, "e_homo_ev": -15.58, "total_charge": 2, "elements": ["Pt", "N", "C", "N", "C", "N", "C", "C", "N", "C", "C", "N", "H", "H", "H", "H", "H", "F", "C", "C", "C", "F", "C", "F", "C", "F", "C", "F", "C", "O", "C", "S", "S", "H", "H", "H"], "xyz": [[0.0417, 0.4489, 0.1146], [3.8799, -0.9484, -1.1918], [3.2182, -0.4574, -0.1586], [2.0217, -0.0621, -0.5901], [2.0217, -0.3878, -1.9195], [3.1378, -0.9164, -2.3220], [0.8170, -0.1834, -2.7166], [0.7242, -0.5310, -4.0548], [-0.4164, -0.3845, -4.7187], [-1.4678, 0.1044, -4.0744], [-1.3927, 0.4624, -2.7337], [-0.2478, 0.3165, -2.0660], [4.8165, -1.3314, -1.2177], [3.6020, -0.3793, 0.8462], [1.5793, -0.9471, -4.5734], [-2.3914, 0.2143, -4.6278], [-2.2444, 0.8692, -2.2058], [0.3039, -2.3681, -0.5266], [-0.5326, -2.2970, 0.5226], [-0.8824, -1.0520, 1.0254], [-1.7442, -0.9831, 2.1068], [-2.0865, 0.1828, 2.6568], [-2.2736, -2.1430, 2.6513], [-3.1105, -2.0649, 3.6649], [-1.9197, -3.3781, 2.1338], [-2.4194, -4.4733, 2.6558], [-1.0330, -3.4616, 1.0717], [-0.6740, -4.6331, 0.5898], [-0.4716, 3.0589, 4.3393], [-1.1379, 2.9607, 3.0328], [-0.6393, 2.2814, 2.0923], [-1.4156, 2.2007, 0.5832], [0.8184, 1.4015, 2.1060], [-0.9768, 3.8666, 4.8534], [0.5845, 3.2815, 4.2044], [-0.6123, 2.1184, 4.8666]]}

=====

(2)
{"formula": "C30H51F2FeO30", "method": "ωB97M-V with the def2-TZVPD basis set", "homo_lumo_gap_ev": [10.13, 9.02], "total_energy_ev": -133180.3553, "fmax_ev_per_a": 7.1, "multiplicity": 6, "e_homo_ev": [-9.81, -9.94], "de_lowest_kj_mol": 731.5, "total_charge": 0, "elements": ["Fe", "C", "C", "O", "O", "H", "H", "H", "C", "C", "O", "O", "H", "H", "H", "C", "C", "O", "O", "H", "H", "H", "C", "C", "O", "C", "O", "O", "F", "H", "H", "H", "C", "C", "O", "C", "O", "O", "F", "H", "H", "H", "C", "O", "C", "O", "O", "C", "H", "H", "H", "H", "H", "H", "C", "O", "C", "O", "O", "C", "H", "H", "H", "H", "H", "H", "C", "O", "C", "O", "O", "C", "H", "H", "H", "H", "H", "H", "C", "O", "C", "O", "O", "C", "H", "H", "H", "H", "H", "H", "C", "O", "C", "O", "O", "C", "H", "H", "H", "H", "H", "H", "C", "O", "C", "O", "O", "C", "H", "H", "H", "H", "H", "H"], "xyz": [[-15.7218, -10.7375, 11.1147], [-12.1018, -10.8804, 9.2908], [-13.3950, -10.8006, 10.0894], [-13.5965, -10.8277, 11.2785], [-14.4908, -10.7178, 9.4916], [-11.2115, -11.3336, 9.7269], [-11.9127, -9.8484, 8.9955], [-12.3550, -11.4439, 8.3928], [-17.4709, -7.0694, 11.7310], [-16.7176, -8.3954, 11.3502], [-15.6363, -8.7105, 11.8903], [-17.1396, -9.3447, 10.6356], [-18.1526, -6.7468, 10.9440], [-16.8793, -6.2396, 12.1176], [-18.2500, -7.2653, 12.4678], [-15.6492, -13.1554, 14.1826], [-15.9103, -12.4400, 12.8647], [-15.5548, -12.8664, 11.7685], [-16.4152, -11.3452, 12.8808], [-16.1110, -12.5364, 14.9518], [-14.5946, -13.2449, 14.4432], [-16.1735, -14.1068, 14.2719], [-16.1525, -6.2378, 6.1808], [-15.9830, -7.3661, 7.3246], [-14.6219, -7.4749, 7.4558], [-13.9931, -6.3600, 7.0519], [-12.8293, -6.0275, 7.2011], [-14.9564, -5.5880, 6.4064], [-16.5834, -8.4332, 6.8236], [-16.9412, -5.5184, 6.4010], [-16.3646, -6.5347, 5.1536], [-16.3698, -7.1823, 8.3269], [-12.1459, -8.9674, 15.8901], [-12.8763, -9.5154, 14.7098], [-12.6704, -10.9492, 14.8592], [-12.2567, -11.2715, 16.1558], [-12.0616, -12.3521, 16.7450], [-12.0708, -10.1666, 16.7385], [-12.4459, -9.0057, 13.5056], [-12.7792, -8.1900, 16.3176], [-11.1184, -8.7822, 15.5770], [-13.9287, -9.3134, 14.9091], [-8.5977, -14.7994, 9.2020], [-9.6123, -15.1452, 10.1356], [-10.8699, -14.7250, 10.0582], [-11.4369, -14.4163, 8.9914], [-11.3479, -14.6741, 11.3735], [-12.7186, -14.5480, 11.7702], [-8.4816, -13.7374, 8.9857], [-8.9273, -15.2628, 8.2721], [-7.5930, -15.2219, 9.2008], [-12.9132, -13.7529, 12.4899], [-12.8312, -15.5174, 12.2558], [-13.3997, -14.5182, 10.9197], [-15.6870, -13.6778, 7.9900], [-17.0234, -13.1117, 7.7115], [-17.5194, -12.3015, 8.5911], [-17.0115, -11.7202, 9.6107], [-18.8356, -12.1744, 8.3860], [-19.4774, -12.4938, 7.1224], [-15.0613, -13.0684, 7.3380], [-15.6362, -14.7008, 7.6173], [-15.3737, -13.7054, 9.0337], [-19.2441, -13.3580, 6.5005], [-19.4657, -11.5574, 6.5647], [-20.4894, -12.5121, 7.5270], [-17.3775, -8.5868, 15.1754], [-16.3539, -9.1588, 15.9993], [-16.6082, -10.2355, 16.7001], [-17.7037, -10.6340, 17.0339], [-15.4791, -10.7649, 17.0471], [-15.3241, -11.8508, 17.9429], [-16.7596, -7.9184, 14.5757], [-18.0847, -7.9616, 15.7205], [-17.8995, -9.3845, 14.6470], [-14.3033, -11.6782, 18.2840], [-15.2496, -12.7720, 17.3649], [-16.0952, -11.7905, 18.7109], [-11.4333, -7.2889, 10.5838], [-10.6947, -7.0801, 9.4089], [-9.5818, -6.2789, 9.4471], [-9.3961, -5.5740, 10.4113], [-8.7689, -6.6222, 8.4467], [-9.2476, -7.1976, 7.2242], [-10.7743, -7.6648, 11.3664], [-12.1283, -8.0155, 10.1630], [-11.8312, -6.3591, 10.9904], [-10.0952, -6.5949, 6.8980], [-9.1430, -8.2789, 7.1346], [-8.6182, -7.0460, 6.3473], [-11.7741, -17.8433, 8.3702], [-13.0272, -17.1325, 8.3518], [-13.7890, -17.0324, 9.5488], [-13.4611, -17.4531, 10.6577], [-14.9291, -16.4621, 9.2549], [-15.9244, -16.2544, 10.3474], [-10.9736, -17.1130, 8.4887], [-11.7363, -18.3959, 7.4314], [-11.8653, -18.6349, 9.1138], [-16.7809, -15.7770, 9.8713], [-15.7026, -15.6649, 11.2370], [-16.4114, -17.1810, 10.6511], [-20.2327, -11.7927, 11.3061], [-20.7921, -11.4788, 12.5877], [-20.9973, -10.3144, 12.9206], [-20.6266, -9.3334, 12.2436], [-21.5448, -10.2368, 14.1110], [-21.8702, -9.0530, 14.6930], [-19.3303, -11.2499, 11.0247], [-21.0545, -11.7354, 10.5924], [-20.1386, -12.8755, 11.3890], [-22.3527, -9.0146, 15.6696], [-22.3393, -8.3865, 13.9692], [-20.8920, -8.6157, 14.8928]]}

=====

(3)
{"formula": "C39H36IrNO8P2STe", "method": "ωB97M-V with the def2-TZVPD basis set", "homo_lumo_gap_ev": 6.92, "total_energy_ev": -98443.4587, "fmax_ev_per_a": 1.1, "e_homo_ev": -7.85, "de_lowest_kj_mol": 9.9, "total_charge": 0, "elements": ["Ir", "C", "C", "O", "P", "O", "Te", "O", "C", "C", "H", "H", "H", "H", "H", "H", "H", "H", "H", "H", "C", "C", "C", "C", "C", "C", "P", "C", "C", "C", "C", "C", "C", "C", "C", "C", "C", "C", "C", "H", "H", "H", "H", "H", "H", "H", "H", "H", "H", "H", "H", "H", "H", "H", "O", "C", "O", "C", "C", "C", "C", "C", "C", "N", "O", "O", "H", "H", "H", "H", "C", "C", "O", "S", "C", "C", "C", "C", "C", "C", "C", "C", "H", "H", "H", "H", "H", "H", "H"], "xyz": [[0.8698, 1.1407, -0.4439], [3.5942, 4.0942, 1.1390], [2.8610, 5.2540, 0.5073], [1.4243, 5.1845, 0.6994], [0.5423, 4.0245, 0.0804], [0.6460, 2.7562, 0.9370], [1.1292, 3.3283, -2.1162], [-0.9200, 4.5802, 0.2742], [-1.3934, 5.7218, -0.4790], [-2.8813, 5.8252, -0.2675], [4.6667, 4.2943, 1.1007], [3.4111, 3.1595, 0.6079], [3.2998, 3.9752, 2.1823], [3.0556, 5.3115, -0.5641], [3.1399, 6.1992, 0.9654], [-1.1547, 5.5643, -1.5330], [-0.8678, 6.6093, -0.1252], [-3.3850, 4.9454, -0.6684], [-3.2665, 6.7098, -0.7768], [-3.1127, 5.9102, 0.7948], [-2.5831, 0.6992, 4.3989], [-2.3798, 1.5484, 3.3229], [-1.4744, 1.2075, 2.3240], [-0.7703, 0.0112, 2.4052], [-0.9833, -0.8439, 3.4867], [-1.8840, -0.5022, 4.4794], [0.3825, -0.4836, 1.0961], [1.8512, -1.0910, 1.9736], [2.0321, -2.4330, 2.2996], [3.1564, -2.8330, 3.0095], [4.0986, -1.8938, 3.4054], [3.9134, -0.5514, 3.0953], [2.7961, -0.1510, 2.3797], [-0.4215, -1.9348, 0.3505], [-1.8120, -2.0327, 0.4223], [-2.4800, -3.0472, -0.2405], [-1.7697, -3.9809, -0.9859], [-0.3862, -3.8893, -1.0636], [0.2819, -2.8666, -0.4044], [-3.2865, 0.9676, 5.1771], [-2.9245, 2.4818, 3.2542], [-1.3222, 1.8676, 1.4847], [-0.4413, -1.7811, 3.5536], [-2.0435, -1.1698, 5.3164], [1.3000, -3.1707, 1.9964], [3.2937, -3.8788, 3.2527], [4.9760, -2.2072, 3.9572], [4.6441, 0.1847, 3.4060], [2.6589, 0.8957, 2.1318], [-2.3821, -1.3021, 0.9826], [-3.5599, -3.0983, -0.1806], [-2.2910, -4.7747, -1.5068], [0.1746, -4.6114, -1.6435], [1.3633, -2.7873, -0.4888], [3.0250, 0.9687, -0.3637], [2.9372, -0.0012, -1.1682], [1.7911, -0.3893, -1.5368], [4.1389, -0.7441, -1.6021], [4.0741, -1.6542, -2.6442], [5.2028, -2.3582, -3.0295], [6.3778, -2.1249, -2.3400], [6.4750, -1.2232, -1.2936], [5.3371, -0.5249, -0.9275], [7.5886, -2.8783, -2.7388], [7.4762, -3.6921, -3.6320], [8.6179, -2.6478, -2.1384], [3.1283, -1.8045, -3.1554], [5.1878, -3.0702, -3.8401], [7.4191, -1.0825, -0.7894], [5.3604, 0.1912, -0.1179], [-6.4083, -3.4920, -1.3778], [-7.5880, -2.9938, -2.1740], [-8.6221, -3.6000, -2.2638], [-7.4833, -1.4189, -3.0160], [-5.8752, -0.8018, -2.5811], [-4.7961, -1.0047, -3.4361], [-3.5384, -0.5351, -3.1002], [-3.3293, 0.1570, -1.9000], [-4.4271, 0.3799, -1.0603], [-5.6840, -0.0925, -1.4001], [-2.0173, 0.5781, -1.5243], [-0.9030, 0.7981, -1.1163], [-6.5082, -4.5702, -1.2760], [-6.4425, -3.0361, -0.3855], [-5.4538, -3.2302, -1.8309], [-4.9461, -1.5440, -4.3636], [-2.6959, -0.7051, -3.7576], [-4.2772, 0.9241, -0.1360], [-6.5283, 0.0866, -0.7446]]}